Entry 1:
ORCA calculation (ωB97M-V with the def2-TZVPD basis set) on a 6-piece molecular cluster, C20H43B3O20Si overall at a distorted geometry.

- SMILES = C[Si](C)(C)B1OBOB(CC(=O)O)O1.COC(=O)OC.COC(=O)OC.COC(=O)OC.COC(=O)OC.COC(=O)OC
- frontier orbital gap (eV) = 10.5
- HOMO (eV) = -10.50

Geometry (Å):
C 4.3535 -6.3332 -1.0746
Si 3.3875 -4.6626 -0.8709
C 4.3373 -3.1198 -1.5601
C 3.0074 -4.4958 1.0369
B 1.7572 -4.8266 -1.8923
O 1.5334 -3.9946 -3.1271
B 0.4510 -3.0503 -2.6745
O -0.1784 -3.2675 -1.3253
B -0.4566 -4.7347 -1.1381
C -1.8722 -5.2750 -0.4639
C -1.6933 -6.7034 0.3493
O -2.0639 -6.7407 1.6378
O -1.1135 -7.9211 -0.2471
O 0.6040 -5.7249 -1.5407
H 3.9120 -6.8501 -2.0429
H 4.0085 -7.0239 -0.1687
H 5.5174 -6.2093 -1.0873
H 3.7993 -2.6159 -2.4982
H 5.4227 -3.4793 -1.8168
H 4.3112 -2.3057 -0.7111
H 1.8890 -4.7314 1.3016
H 3.3638 -3.4425 1.4228
H 3.6632 -5.3100 1.5908
H 0.1077 -2.1636 -3.3830
H -2.2000 -4.4778 0.3396
H -2.7020 -5.3110 -1.2917
H -0.1255 -7.9089 -0.0254
C -1.7236 1.7602 3.0277
O -2.3049 0.5336 2.5894
C -1.9971 0.1950 1.3120
O -1.2913 0.8371 0.5500
O -2.6107 -0.9818 1.0291
C -2.3741 -1.4643 -0.2920
H -2.0360 1.9318 4.0614
H -0.6308 1.6996 3.0038
H -2.0798 2.5961 2.4170
H -1.3073 -1.6537 -0.4486
H -2.7564 -0.7573 -1.0353
H -2.9119 -2.4093 -0.4081
C -9.3024 -2.3028 2.9534
O -8.1890 -1.5768 3.4710
C -7.0108 -1.8477 2.8549
O -6.8470 -2.6318 1.9332
O -6.0462 -1.0952 3.4419
C -4.7431 -1.2778 2.8914
H -10.1904 -2.0081 3.5192
H -9.4679 -2.0560 1.8997
H -9.1542 -3.3799 3.0815
H -4.7264 -0.9902 1.8352
H -4.4128 -2.3140 3.0171
H -4.0522 -0.6282 3.4358
C -0.9809 3.6363 -1.2546
O 0.1324 4.3622 -0.7370
C 1.3107 4.0914 -1.3531
O 1.4744 3.3073 -2.2748
O 2.2753 4.8439 -0.7661
C 3.5783 4.6613 -1.3165
H -1.8690 3.9310 -0.6888
H -1.1464 3.8831 -2.3082
H -0.8327 2.5592 -1.1265
H 3.5950 4.9489 -2.3727
H 3.9087 3.6251 -1.1908
H 4.2693 5.3109 -0.7722
C -0.2753 8.7764 -6.1415
O -0.1436 7.3717 -6.3515
C 0.7139 6.7576 -5.4978
O 1.3490 7.2989 -4.6063
O 0.7425 5.4368 -5.8079
C 1.6101 4.6595 -4.9848
H -0.9842 9.1632 -6.8786
H -0.6716 8.9817 -5.1418
H 0.6851 9.2806 -6.2897
H 1.2891 4.7003 -3.9389
H 2.6458 4.9991 -5.0869
H 1.5542 3.6206 -5.3214
C 3.3427 -0.0176 5.8387
O 2.8147 0.6727 4.7078
C 3.4159 1.8612 4.4484
O 4.3327 2.3554 5.0859
O 2.8203 2.4048 3.3570
C 3.3546 3.6676 2.9647
H 2.7886 -0.9533 5.9525
H 4.3992 -0.2597 5.6845
H 3.2089 0.5748 6.7496
H 4.4116 3.5729 2.6957
H 3.2212 4.4073 3.7608
H 2.8046 4.0083 2.0832

---

Entry 2:
ORCA calculation (ωB97M-V with the def2-TZVPD basis set) on C20H43Cl2F3O2P2Pb as an isolated structure at a distorted geometry.

- frontier orbital gap (alpha / beta) (eV) = 4.2 / 6.4
- HOMO (alpha / beta) (eV) = -7.20 / -7.48

Geometry (Å):
Pb 1.9031 0.6446 1.3846
Cl -0.7005 0.4481 -1.2328
P 0.2343 2.6120 -1.4764
C -1.2505 3.6682 -1.4303
C 1.6153 3.6893 -0.7533
C 0.6250 2.4104 -3.2759
C -2.1018 3.3926 -0.1939
H -1.8171 3.3440 -2.3183
C -0.9769 5.1808 -1.5729
H -0.4399 5.5686 -0.6915
H -1.9514 5.7014 -1.6182
H -0.4058 5.4279 -2.4851
H -2.3906 2.3431 -0.1315
H -3.0093 4.0073 -0.2380
H -1.5667 3.6657 0.7194
H -0.3112 1.9882 -3.6785
C 1.7345 1.3462 -3.4869
C 0.9177 3.7177 -4.0179
H 0.0207 4.3395 -4.1440
H 1.2908 3.4747 -5.0250
H 1.6811 4.3093 -3.4893
H 1.8329 0.6425 -2.6507
H 2.7232 1.7962 -3.6658
H 1.5043 0.7344 -4.3728
C 1.3373 4.0559 0.7157
H 1.5059 4.6255 -1.3336
C 3.0542 3.2000 -1.0103
H 0.3921 4.6119 0.8273
H 2.1587 4.6979 1.0806
H 1.2717 3.1751 1.3837
H 3.2502 2.1861 -0.6335
H 3.7628 3.8813 -0.5079
H 3.2939 3.1960 -2.0872
Cl 2.8245 -0.6959 3.2938
H 0.0462 0.7862 1.1524
P -0.8815 -2.8063 1.0690
C -1.5296 -3.7813 -0.3312
C 0.0840 -3.9055 2.2114
C -2.4031 -2.2742 1.9903
C -0.7814 -3.3067 -1.5838
H -2.5807 -3.4678 -0.4290
C -1.4840 -5.2965 -0.1624
H -0.4502 -5.6669 -0.1208
H -1.9570 -5.7413 -1.0484
H -2.0600 -5.6270 0.7124
H -1.0214 -2.2567 -1.7946
H -1.0736 -3.9225 -2.4436
H 0.3091 -3.3741 -1.4414
H -2.9873 -1.7996 1.1811
C -2.0811 -1.1643 3.0046
C -3.1903 -3.4292 2.5939
H -3.6121 -4.0643 1.8102
H -4.0312 -3.0344 3.1752
H -2.5701 -4.0188 3.2795
H -1.1673 -0.6068 2.7475
H -1.9725 -1.5508 4.0275
H -2.9099 -0.4377 3.0278
C 1.4238 -4.2817 1.5716
H -0.5330 -4.8048 2.3632
C 0.3275 -3.2932 3.5880
H 1.3537 -4.6941 0.5572
H 1.9205 -5.0317 2.2027
H 2.0605 -3.3896 1.5360
H 0.9208 -2.3789 3.4717
H 0.9224 -4.0068 4.1704
H -0.5917 -3.1006 4.1497
F 4.3759 -2.8729 -2.5266
C 4.3714 -1.8087 -1.6810
F 5.4387 -1.9742 -0.8259
F 4.6443 -0.6879 -2.4273
C 3.0144 -1.6397 -0.9161
O 2.1978 -2.5612 -0.8420
O 2.9307 -0.4473 -0.4054

---

Entry 3:
ORCA calculation (ωB97M-V with the def2-TZVPD basis set) on C20H43CuN2O3 as an isolated structure at a distorted geometry.

- frontier orbital gap (eV) = 4.5
- HOMO (eV) = -6.15

Geometry (Å):
Cu -1.5116 -0.0358 -0.5543
C -4.2593 4.8460 0.7774
C -3.1393 4.1909 -0.0179
O -3.4080 2.9618 -0.6585
H -3.8078 5.6899 1.2991
H -4.4965 4.1981 1.6212
H -5.1328 5.2335 0.2531
H -2.3172 4.1426 0.6962
H -2.7023 4.9409 -0.6773
C 0.2437 1.3645 -4.3079
C 1.6571 1.7269 -3.7273
C 1.6343 3.2738 -3.7651
C 2.8539 3.8980 -3.1766
C 3.0160 3.4573 -1.7237
C 2.8183 1.8997 -1.4598
N 1.7741 1.3114 -2.3011
O 1.5102 -0.0545 -2.0153
C 4.1785 1.1498 -1.6023
C 2.4808 1.8495 0.0423
C 2.6791 1.0865 -4.6529
H 0.1184 1.6921 -5.3400
H -0.5987 1.8084 -3.7774
H 0.1659 0.2774 -4.3270
H 1.3831 3.6481 -4.7575
H 0.8136 3.7043 -3.1913
H 2.8515 4.9879 -3.1610
H 3.7074 3.4914 -3.7193
H 2.3747 4.0439 -1.0659
H 3.9692 3.8576 -1.3783
H 5.0396 1.7112 -1.2398
H 4.1718 0.2947 -0.9264
H 4.4058 0.8461 -2.6242
H 2.5073 0.8195 0.3977
H 3.0830 2.4731 0.7030
H 1.4874 2.2659 0.2092
H 2.8826 0.0342 -4.4545
H 3.6203 1.6348 -4.6934
H 2.3684 1.1749 -5.6940
H 2.2625 -0.5258 -2.3807
C -2.6667 -2.6647 4.2502
C -1.6697 -2.0958 3.2323
C -0.2557 -2.3572 3.8754
C 0.2524 -3.7252 3.6701
C 0.1389 -4.0888 2.1744
C -1.2552 -3.9547 1.5578
N -1.7777 -2.5764 1.8332
O -2.9906 -2.3198 1.2367
C -0.9452 -4.2042 0.0743
C -2.1222 -5.1842 1.9980
C -1.8729 -0.5357 3.1375
H -2.7160 -2.0930 5.1768
H -2.6626 -3.7307 4.4778
H -3.6329 -2.4090 3.8154
H 0.4763 -1.7462 3.3473
H -0.2954 -2.0775 4.9282
H -0.2502 -4.4534 4.3067
H 1.2289 -3.8338 4.1421
H 0.5020 -5.1052 2.0229
H 0.8844 -3.4145 1.7528
H -0.7719 -5.2424 -0.2090
H -1.7390 -4.0581 -0.6582
H -0.0867 -3.6825 -0.3487
H -3.1406 -5.0741 1.6253
H -1.7996 -6.1610 1.6376
H -2.1398 -5.2514 3.0858
H -1.8961 -0.1542 4.1583
H -2.8318 -0.3247 2.6642
H -1.0656 -0.0410 2.5974
H -3.5839 -2.8112 1.8094

---

Entry 4:
ORCA calculation (ωB97M-V with the def2-TZVPD basis set) on C20H43EuN2P3S as an isolated structure at a distorted geometry.

- frontier orbital gap (alpha / beta) (eV) = 2.4 / 6.7
- total charge = +3
- HOMO (alpha / beta) (eV) = -15.43 / -15.71
- multiplicity = 7

Geometry (Å):
Eu 0.0714 0.4721 -0.0890
P 0.9753 -0.3107 2.5509
P 3.0171 -0.4819 -0.5252
P -2.2592 1.3043 1.7217
H 0.9097 -1.6562 -3.6524
C -0.0831 -1.2136 -3.9030
C -0.2312 0.1197 -4.0290
H 0.6265 0.8020 -4.1735
C 0.7884 -2.1226 2.7257
C 2.7046 -0.1545 3.1386
C 0.1384 0.2226 4.0888
C 3.1360 -0.1741 -2.3258
C 4.6369 0.2512 -0.0115
C 3.5247 -2.2509 -0.4355
C -3.1302 1.7360 0.1611
C -3.2450 2.3999 2.8209
C -3.1492 -0.2777 2.0809
H -0.9170 -1.9409 -3.9732
H -1.1717 0.6499 -3.8623
H 1.0708 -2.3556 3.7586
H 1.4480 -2.6298 2.0079
H -0.2595 -2.3908 2.5347
H 2.6987 -0.3996 4.2124
H 3.0396 0.8851 2.9936
H 3.3661 -0.8455 2.5958
H 0.6516 -0.2783 4.9210
H -0.9253 -0.0560 4.0717
H 0.2470 1.3134 4.1779
H 3.7365 -0.9590 -2.8083
H 3.6257 0.7951 -2.4882
H 2.1472 -0.1600 -2.8126
H 5.4928 -0.4271 -0.1526
H 4.6034 0.5052 1.0547
H 4.8463 1.1646 -0.5819
H 4.5384 -2.4017 -0.8332
H 2.8236 -2.8782 -1.0011
H 3.5173 -2.5809 0.6140
H -4.0918 1.1860 0.1402
H -2.5503 1.5466 -0.7678
H -3.3216 2.8216 0.1893
H -4.2740 2.0397 2.9202
H -3.2566 3.4176 2.4198
H -2.7886 2.4528 3.8114
H -4.2137 -0.0885 1.9152
H -2.9592 -0.6028 3.1054
H -2.8008 -1.0849 1.4300
C -3.9836 -2.7049 -2.4711
C -4.6236 -3.7970 -1.8472
C -5.6672 -4.4831 -2.4720
C -6.0757 -4.1359 -3.7619
C -5.3817 -3.1301 -4.4357
C -4.3342 -2.4150 -3.8197
S -2.9108 -1.7190 -1.4409
H -1.6190 -1.5842 -1.9121
H -4.3259 -4.0609 -0.8337
H -6.1496 -5.3078 -1.9497
H -6.8917 -4.6855 -4.2530
H -5.6958 -2.9175 -5.4583
H -3.7958 -1.6221 -4.3487
C 4.1602 3.9719 1.9711
N 3.3202 4.0483 0.7510
C 3.5206 5.2131 -0.0952
C 2.3894 3.1727 0.5101
N 1.4852 2.4370 0.2801
H 4.8027 4.8671 1.9868
H 4.7729 3.0509 1.9376
H 3.5413 3.9262 2.8828
H 3.7990 4.8911 -1.0952
H 2.6059 5.7918 -0.2010
H 4.3033 5.8292 0.3396

---

Entry 5:
ORCA calculation (ωB97M-V with the def2-TZVPD basis set) on a 3-piece molecular cluster, C20H43IN3O6PS overall at a distorted geometry.

- SMILES = CCN(CC[C@@](CC(=O)I)(OC(=O)S)P(C)C)C(C)=O.COC[C@@H](C)N.COC[C@@H](C)N
- frontier orbital gap (eV) = 8.4
- HOMO (eV) = -8.06

Geometry (Å):
C -4.1847 -2.8543 1.1314
C -3.6612 -1.7256 0.2706
N -4.1511 -1.8156 -1.0978
C -3.8759 -0.6054 -1.8910
C -2.4001 -0.4254 -2.2639
C -2.0036 0.9728 -2.8291
C -1.1759 0.6923 -4.1256
C -1.4714 1.7592 -5.1749
O -2.2251 1.5973 -6.0932
I -0.4254 3.6614 -5.0326
O -3.0920 1.7871 -3.2857
C -3.7936 2.5455 -2.4269
O -3.3700 3.4012 -1.7139
S -5.6115 2.3158 -2.5935
P -0.7934 1.8131 -1.6544
C -1.5603 1.7733 0.0397
C 0.6640 0.6847 -1.4735
C -3.7046 -2.9974 -1.7512
C -4.6931 -3.7382 -2.6015
O -2.5826 -3.4320 -1.6000
H -5.2225 -3.0638 0.9131
H -4.1146 -2.5880 2.1787
H -3.6044 -3.7532 0.9779
H -2.5729 -1.7367 0.3426
H -3.9862 -0.7787 0.6826
H -4.1447 0.2091 -1.2377
H -4.5039 -0.6306 -2.7715
H -1.8338 -0.6023 -1.3605
H -2.1158 -1.2304 -2.9258
H -0.1122 0.7555 -3.9427
H -1.4775 -0.2298 -4.5956
H -5.9257 2.1316 -1.3042
H -1.0272 1.0642 0.6633
H -1.4257 2.7482 0.4800
H -2.5989 1.4716 0.0155
H 1.5321 1.3191 -1.5772
H 0.7300 -0.0821 -2.2340
H 0.7345 0.2354 -0.4914
H -4.1697 -4.3960 -3.2733
H -5.2847 -3.0254 -3.1645
H -5.3512 -4.2861 -1.9426
C 5.6977 -3.0781 0.4219
C 4.3681 -3.5762 -0.1353
C 3.5121 -2.4702 -0.7704
O 2.8473 -1.6316 0.1552
C 3.6394 -0.5774 0.6780
N 3.6486 -4.2913 0.9225
H 5.5742 -2.5446 1.3638
H 6.3614 -3.9203 0.6154
H 6.1983 -2.4143 -0.2860
H 4.5969 -4.2938 -0.9285
H 2.7167 -2.9505 -1.3470
H 4.0984 -1.8691 -1.4780
H 4.3481 -0.1901 -0.0590
H 4.1708 -0.9107 1.5726
H 2.9689 0.2314 0.9708
H 2.8107 -4.7110 0.5300
H 3.2936 -3.5974 1.5747
C 1.9682 3.7793 5.4209
C 1.4695 2.6796 4.4893
C 2.5781 2.0428 3.6384
O 3.0021 2.8233 2.5378
C 3.9619 3.8209 2.8367
N 0.3807 3.2137 3.6655
H 2.1793 4.7052 4.8869
H 1.2108 4.0071 6.1701
H 2.8747 3.4706 5.9455
H 1.0559 1.8848 5.1169
H 2.1776 1.1234 3.2009
H 3.4370 1.7501 4.2568
H 4.6514 3.4955 3.6207
H 3.4819 4.7565 3.1317
H 4.5333 4.0109 1.9285
H -0.0217 2.4595 3.1158
H 0.7945 3.8306 2.9714

---

Entry 6:
ORCA calculation (ωB97M-V with the def2-TZVPD basis set) on C20H43IrN2OP3S as an isolated structure at a distorted geometry.

- frontier orbital gap (alpha / beta) (eV) = 2.0 / 2.0
- total charge = +4
- HOMO (alpha / beta) (eV) = -14.97 / -19.12
- multiplicity = 6

Geometry (Å):
Ir 0.1419 0.0579 0.5988
P 1.8783 1.0282 1.8861
P -0.7068 1.9647 -0.2865
P 1.7116 -0.5286 -0.9797
H -1.5369 -2.1896 0.9543
C -0.4844 -2.0857 0.6593
C 0.4910 -1.8649 1.6709
H 0.1681 -1.7917 2.7181
C 1.4727 1.4266 3.6186
C 2.5490 2.6205 1.2788
C 3.3269 -0.0804 2.1008
C -2.2327 1.5328 -1.1815
C -1.2580 3.2016 0.9351
C 0.2995 2.8824 -1.5060
C 2.5620 -2.1451 -0.8149
C 3.0247 0.6187 -1.5310
C 0.7753 -0.8570 -2.4989
H -0.1827 -2.6052 -0.2556
H 1.4922 -2.2791 1.5212
H 1.3547 0.4988 4.1950
H 0.5670 2.0447 3.6865
H 2.3109 1.9906 4.0487
H 1.7535 3.3708 1.1776
H 3.0914 2.5087 0.3319
H 3.2576 2.9950 2.0297
H 2.9862 -1.0568 2.4649
H 3.9838 0.3552 2.8663
H 3.9084 -0.2125 1.1793
H -2.5801 2.4098 -1.7425
H -3.0192 1.2061 -0.4940
H -2.0074 0.6993 -1.8514
H -1.4391 4.1475 0.4041
H -0.5144 3.3744 1.7240
H -2.1943 2.8744 1.4053
H -0.2794 3.7614 -1.8232
H 0.5229 2.2730 -2.3912
H 1.2429 3.2304 -1.0689
H 3.0850 -2.3251 -1.7642
H 1.8390 -2.9506 -0.6415
H 3.2874 -2.1360 0.0063
H 3.4760 0.1802 -2.4325
H 3.8182 0.7482 -0.7860
H 2.6159 1.6038 -1.7865
H 1.4221 -1.3829 -3.2097
H 0.3873 0.0520 -2.9629
H -0.0892 -1.4844 -2.2545
C -1.8965 -1.2117 -4.7066
C -3.0606 -1.0849 -5.4898
C -3.4549 -2.1756 -6.2626
C -2.7130 -3.3781 -6.2652
C -1.5197 -3.4524 -5.5378
C -1.0854 -2.3520 -4.7955
O -1.5385 -0.2624 -3.7684
H -2.2560 0.3681 -3.5720
H -3.6323 -0.1578 -5.4521
H -4.3533 -2.0932 -6.8729
H -3.0558 -4.2500 -6.8296
H -0.9169 -4.3621 -5.5289
H -0.1595 -2.3917 -4.2179
S -1.9263 0.2075 2.0386
C -1.5434 0.0466 3.6976
N -1.2553 -1.0964 4.3488
C -1.1454 -0.9006 5.7828
C -1.3326 0.5977 5.9533
N -1.5643 1.0594 4.5903
H -1.3503 -2.0229 3.9391
H -0.1632 -1.2325 6.1206
H -1.9129 -1.4689 6.3166
H -0.4407 1.0883 6.3593
H -2.1865 0.8265 6.6018
H -1.8151 2.0170 4.3520